No. 1
Density functional theory data (ωB97M-V with the def2-TZVPD basis set) for a 7-piece molecular cluster, ClH12O10 overall at a distorted geometry.

Element x y z (Å)
Cl -1.19225 0.59033 1.38193
O -0.49739 1.02356 2.56387
O -0.29561 0.08700 0.35191
O -2.12842 -0.45889 1.64397
O -1.95621 1.72411 0.93430
O -0.53082 -2.39940 -3.99836
H 0.40398 -2.32636 -4.19084
H -0.64034 -1.94354 -3.16383
O 4.49546 1.46328 -0.43021
H 3.67039 0.99979 -0.28645
H 4.57133 1.52856 -1.38217
O -5.54763 -4.06273 -0.97965
H -4.87168 -4.71880 -1.14966
H -5.13961 -3.45103 -0.36679
O 2.92472 4.55033 2.05679
H 3.59636 3.90238 1.84392
H 2.15826 4.03072 2.29918
O -1.87574 2.84424 -4.23734
H -1.80725 2.37303 -3.40698
H -1.03831 3.29953 -4.32470
O 2.23838 -3.14906 4.80132
H 1.74472 -2.37415 4.53295
H 1.71766 -3.53290 5.50683

Atoms 1-3, force components in eV/Å:
-1.01 0.31 -0.70
0.80 -0.65 0.31
0.42 0.69 0.31

## Properties
Energy above the lowest of the compared OMol25 structures with the same formula, charge and spin ... 29.93 kcal per mole
Total charge ... -1
Energy ... -1219.59446 hartree
Orbital gap ... 8.63 eV
LUMO ... 2.6 eV


No. 2
Density functional theory data (ωB97M-V with the def2-TZVPD basis set) for an isolated ion of composition C5H13N2O and charge +1 at a distorted geometry.

Element x y z (Å)
C -1.33220 1.45452 -0.22054
O -2.00047 2.61989 0.20574
C 0.14021 1.57217 0.14568
C 1.07954 0.76070 -0.79854
C 1.70158 -0.49489 -0.15541
N -0.17087 -2.70904 -0.53449
C 0.05134 -2.15346 0.64412
N 0.89729 -1.18704 0.85148
H -1.44151 1.34336 -1.30683
H -1.74623 0.51928 0.18498
H -2.94535 2.44224 0.26191
H 0.25135 1.11430 1.11411
H 0.50599 2.58887 0.24437
H 0.66660 0.51353 -1.77386
H 1.92008 1.42479 -1.01469
H 1.97570 -1.16292 -0.98220
H 2.66531 -0.31186 0.31605
H 0.37706 -2.39943 -1.31822
H -0.66180 -3.58909 -0.55957
H -0.53236 -2.52079 1.46815
H 0.96946 -0.77202 1.76413

Atoms 1-3, force components in eV/Å:
0.09 0.22 -0.76
-0.14 -0.32 0.38
0.33 -1.10 -0.50

## Properties
Energy above the lowest of the compared OMol25 structures with the same formula, charge and spin ... 30.25 kcal per mole
Total charge ... +1
SMILES string ... N/C=[NH+]\CCCCO
Energy ... -382.81344 hartree
Orbital gap ... 9.82 eV
LUMO ... -3.5 eV


No. 3
Density functional theory data (ωB97M-V with the def2-TZVPD basis set) for C3H7NO2 as an isolated structure at a distorted geometry.

Element x y z (Å)
C -1.65929 0.37884 0.38153
C -1.37190 -0.40029 -0.65831
O 0.91583 -0.66793 -1.46145
C 1.64419 -0.82124 -0.51312
O 2.43861 -1.55534 -0.00390
N 1.26495 0.60067 0.61320
H -1.96180 1.40419 0.21161
H 0.12052 0.57890 0.71730
H -2.01593 -0.08677 1.28927
H -1.38386 -1.47319 -0.55835
H -1.30818 0.02029 -1.64195
H 1.80253 0.54935 1.48655
H 1.51434 1.47251 0.13761

Atoms 1-3, force components in eV/Å:
-1.47 -0.35 -0.31
-1.25 0.21 0.13
0.87 0.31 0.43

## Properties
Energy above the lowest of the compared OMol25 structures with the same formula, charge and spin ... 51.66 kcal per mole
Energy ... -323.69864 hartree
Orbital gap ... 10.66 eV
LUMO ... 0.7 eV